# 1
Density functional theory data (wB97M-V/def2-TZVPD) for a cluster of 6 separate species, C54H114N6O6 in total.

Values from the calculation:
- SMILES = CC1(C)CCCC(C)(C)N1O.CC1(C)CCCC(C)(C)N1O.CC1(C)CCCC(C)(C)N1O.CC1(C)CCCC(C)(C)N1O.CC1(C)CCCC(C)(C)N1O.CC1(C)CCCC(C)(C)N1O
- energy relative to the best compared isomer or geometry (same formula, charge and spin) (eV) = 4.878
- max |F| (eV/Å) = 2.62
- HOMO-LUMO gap (eV) = 8.25

Geometry as XYZ:
```
180
Properties=species:S:1:pos:R:3:forces:R:3
O -13.9623 2.2623 4.0999 0.182 0.214 -0.070
O -14.2744 -2.4148 -1.4962 -0.247 -0.451 1.279
O -16.1157 -5.9358 7.7171 -0.522 -0.472 -0.407
O -16.1470 5.9332 -0.5285 -0.196 0.747 -0.142
O -14.2641 -2.2883 -4.3499 -0.515 -0.354 -0.459
O -11.6103 -11.8468 1.2604 -0.773 0.553 0.147
N -17.4152 5.6930 -1.1426 0.178 -1.386 -0.495
N -13.5963 -2.1260 -0.2876 1.730 0.987 -0.901
N -16.7486 -5.6779 6.4750 -0.506 1.641 -0.312
N -12.0786 -10.5033 1.4374 0.102 0.870 -0.451
N -13.0148 3.3258 4.1330 -0.528 0.791 0.656
N -13.8052 -1.1617 -5.0462 0.922 0.556 0.225
C -17.4560 7.6670 -2.4904 0.943 1.600 0.283
C -11.8367 -3.8199 -0.8002 -1.395 1.076 -1.136
C -12.4976 -1.6783 2.3262 0.240 -0.476 -0.718
C -14.0810 -11.0658 0.2753 -1.301 -1.070 -1.424
C -13.6162 -4.3446 0.9292 0.408 0.738 0.716
C -16.9384 3.3032 -0.9362 -0.226 0.720 0.464
C -13.3043 -0.5963 1.6290 -0.046 -0.868 0.606
C -13.0656 4.1183 2.8987 -0.149 0.799 -0.338
C -18.3985 7.7494 -0.1421 0.037 0.598 0.405
C -17.8987 4.4543 -0.5494 -1.444 -0.026 0.221
C -12.1562 -0.0492 -6.3079 -0.324 1.021 -1.929
C -10.8027 4.1252 4.7694 -0.060 0.818 0.609
C -10.6372 4.8402 3.4231 -1.760 -1.438 0.206
C -18.2005 6.8958 -1.3977 0.234 0.196 -0.545
C -13.2547 0.8106 -7.0317 0.702 -0.804 2.000
C -18.1403 4.5112 0.9627 1.253 -0.536 1.359
C -17.3556 -7.9621 5.7230 0.025 -0.877 0.509
C -15.5593 -1.6759 1.1217 -0.581 -0.177 0.787
C -14.2203 -10.9558 2.7096 0.868 0.554 0.846
C -11.8030 2.9223 4.8364 1.657 0.515 -0.660
C -20.1756 5.3081 -1.2662 -1.226 -1.463 0.831
C -14.4736 4.8311 2.7654 0.492 -0.867 0.043
C -12.6660 -1.4637 -5.9459 1.061 2.147 1.072
C -17.6064 -5.5368 3.7229 0.506 0.640 0.206
C -14.2487 -1.1084 0.5302 -0.554 -0.187 0.222
C -18.5587 -6.0255 4.7933 -0.284 -0.699 -0.368
C -11.2445 -10.1983 3.8486 -0.048 -0.615 0.950
C -12.9005 -2.3160 -7.1841 -0.744 -0.756 0.638
C -18.9138 -6.5713 7.2509 0.219 -0.303 -1.899
C -19.2588 4.0849 -1.1808 1.270 0.348 -1.155
C -15.5921 0.2429 -4.0694 0.623 -1.846 0.810
C -14.5919 0.1216 -0.2726 -0.599 0.148 -0.457
C -13.8400 -8.8639 1.3023 -0.532 1.381 0.912
C -11.5739 -1.9861 -4.9952 0.449 -1.050 -0.544
C -11.6792 -8.2581 2.3522 -0.837 1.572 1.653
C -13.5508 -10.3462 1.4654 0.803 -0.699 0.876
C -11.0963 1.7076 4.1864 -0.675 -0.343 -0.095
C -12.0784 2.5471 6.2933 -0.367 -0.010 -0.032
C -11.8265 -2.5522 1.2605 -0.138 0.622 0.415
C -14.2058 1.1231 -5.8778 0.371 0.831 -1.877
C -15.9026 -0.6418 -6.3745 -0.370 0.149 0.681
C -9.7938 -9.6845 1.8319 -0.710 -1.191 -0.182
C -16.7215 -4.5019 4.3854 -0.192 0.122 0.303
C -17.8602 -6.5331 6.0923 0.358 -1.355 -0.078
C -14.8368 -0.1893 -5.3432 -0.829 1.305 -0.411
C -12.7978 -3.2177 0.2517 0.699 -0.455 0.897
C -12.8693 3.3248 1.6159 -0.314 -0.701 0.134
C -12.0674 5.2575 2.9802 1.785 0.872 0.763
C -14.7633 -6.0534 4.9886 0.499 1.685 -1.071
C -19.5697 6.4816 -2.0040 -0.084 -0.936 0.101
C -15.8373 -5.0918 5.5078 0.220 0.640 -0.221
C -11.2554 -9.7745 2.3639 0.817 2.016 0.086
C -13.2032 -7.9429 2.3738 0.616 -1.746 -0.722
C -15.1360 -3.8420 6.1009 -0.234 -0.736 0.668
H -19.7602 -6.8457 6.6165 -0.735 0.227 0.840
H -16.7702 3.3045 -2.0140 -0.460 -0.224 -0.080
H -15.1576 4.2806 3.4090 -0.345 0.278 -0.173
H -9.4731 -10.6901 1.5540 0.250 0.001 0.243
H -11.7145 -9.4462 4.4849 -0.106 0.019 -0.095
H -11.1834 -3.2718 1.7710 -0.152 -0.347 -0.260
H -18.5388 3.5687 1.3500 -0.120 -0.113 -0.332
H -15.5568 -1.0329 -7.3296 0.293 0.361 -0.029
H -13.2541 -1.7590 -8.0493 -0.059 0.099 0.102
H -16.1045 -2.3881 0.4941 0.473 -0.157 -0.275
H -11.6233 -2.9751 -1.4626 0.541 -0.045 0.086
H -16.5097 0.2598 -6.4795 -0.259 -0.240 -0.586
H -11.2889 -1.2929 -4.2049 -0.439 0.241 -0.046
H -13.6522 1.7798 -5.2010 0.108 -0.787 0.732
H -15.3028 -10.8521 2.6558 -0.042 -0.442 -0.051
H -14.0207 -5.0670 0.2235 0.019 -0.103 0.076
H -19.4901 6.1730 -3.0500 0.544 0.054 -0.012
H -11.8505 -2.9301 -4.5230 -0.022 -0.059 -0.083
H -11.3128 -7.8216 3.2897 0.247 -0.359 0.150
H -17.1907 4.6067 1.5010 0.087 0.122 -0.165
H -16.1800 -0.6225 -3.7454 -0.584 0.342 -0.140
H -15.6095 5.2838 -0.9940 0.294 0.318 -0.040
H -21.1199 4.9430 -1.6858 0.094 0.358 -0.606
H -19.6339 3.1616 -0.7366 -0.450 0.476 0.621
H -12.8038 3.1943 6.7887 -0.131 0.049 -0.248
H -11.8285 0.9296 3.9490 -0.198 0.206 -0.127
H -12.8570 1.7330 -7.4533 0.145 -0.120 -0.117
H -15.8701 -3.1530 6.5228 -0.047 0.023 -0.080
H -15.3707 -0.1200 -0.9982 0.172 0.197 -0.200
H -15.0919 -6.5125 4.0579 -0.058 -0.878 0.481
H -10.3531 4.1621 2.6141 0.909 0.112 0.182
H -18.1016 8.4252 -2.9404 -0.164 -0.207 -0.144
H -14.8688 1.8874 -6.3102 -1.084 -0.759 0.414
H -12.8771 4.0560 0.8090 -0.067 -0.340 -0.309
H -13.8992 -0.0690 2.3784 -0.021 0.287 -0.192
H -20.5428 5.5645 -0.2659 0.528 0.275 0.179
H -20.2977 7.2933 -2.0347 0.336 0.331 0.327
H -11.1626 -1.9056 0.6791 0.012 -0.036 -0.098
H -13.7435 0.2143 -7.8008 0.015 0.209 -0.144
H -11.7270 -11.1351 4.1360 -0.123 -0.107 -0.618
H -13.8392 -2.2464 -3.4823 -0.187 0.131 0.060
H -12.4378 1.5173 6.2988 -0.141 0.042 0.291
H -14.8968 -8.6151 1.4479 -0.304 -0.753 -0.606
H -14.4704 5.8909 3.0119 0.172 -0.097 0.399
H -16.1715 1.1559 -4.1585 -0.096 -0.075 -0.230
H -11.3112 0.0337 -6.9997 0.339 -1.031 0.266
H -19.3784 -5.3264 4.9728 0.312 0.323 0.218
H -13.7084 2.6260 1.5606 -0.070 0.146 -0.431
H -11.9011 5.7580 2.0241 -0.709 -0.060 -0.182
H -18.9513 7.2008 0.6186 -0.145 0.074 -0.061
H -11.7145 -1.1650 2.8872 -0.078 -0.284 0.357
H -13.7217 0.5725 -0.7499 -0.008 -0.155 -0.149
H -18.8357 -7.3283 8.0262 0.566 -0.006 -0.047
H -16.1848 -3.8482 3.6934 0.442 -0.426 -0.071
H -18.7593 5.2840 1.4153 -0.245 0.201 -0.723
H -9.1457 -9.2900 2.6100 0.083 0.170 -0.155
H -14.1841 -12.1497 0.3796 0.151 0.051 0.506
H -13.6769 -3.0229 -6.8748 0.016 -0.198 -0.410
H -12.5545 0.0820 1.2174 -0.281 0.195 -0.255
H -12.4398 6.0077 3.6820 -0.007 0.006 0.024
H -13.6617 -8.1578 3.3435 0.272 -0.472 0.075
H -13.0698 -2.3434 2.9795 -0.162 0.322 0.200
H -18.0508 -8.7591 5.4255 -0.901 0.607 0.492
H -12.3652 -4.5013 -1.4700 0.174 -0.406 0.263
H -10.2365 -10.3144 4.2536 0.123 0.146 -0.273
H -16.7269 -8.0223 4.8322 0.593 0.631 0.389
H -10.4345 1.1974 4.8873 0.403 0.397 -0.068
H -11.8527 0.4438 -5.3864 -0.085 0.149 -0.005
H -15.0159 0.8528 0.4187 0.015 0.052 -0.026
H -16.5195 -5.2462 8.2550 0.234 -0.134 0.300
H -13.5251 -6.9108 2.2365 0.641 0.134 -0.471
H -14.3999 -3.9283 1.5610 -0.284 -0.035 -0.292
H -11.9880 2.6834 1.5518 0.257 0.350 0.181
H -9.9666 5.6748 3.6065 0.077 0.081 -0.610
H -10.6560 -2.1642 -5.5642 -0.062 -0.107 -0.060
H -15.0182 -2.9518 -1.1767 -0.235 -0.066 -0.655
H -11.1762 2.6009 6.9033 0.181 -0.106 -0.231
H -13.8395 -11.9600 2.9036 -0.546 -0.314 -0.566
H -16.8716 -8.3685 6.6143 0.510 -0.003 -0.266
H -14.5628 -3.3321 5.3284 0.025 -0.024 0.002
H -11.1033 4.9661 5.4101 -0.728 -0.326 0.247
H -14.6781 2.6487 4.6163 -0.101 -0.352 0.037
H -18.1178 -5.0932 2.8666 -0.231 -0.101 0.088
H -13.5465 -8.5789 0.2906 0.074 0.196 0.039
H -11.6249 -11.8511 0.2968 0.324 -0.533 0.040
H -9.7688 -9.0971 0.9160 0.079 0.171 0.113
H -14.8248 4.7933 1.7340 -0.104 -0.214 0.033
H -10.9184 -4.2315 -0.3959 -0.137 -0.168 0.151
H -17.4755 8.0932 0.3314 0.305 -0.528 -0.230
H -12.0329 -2.8972 -7.4941 0.154 0.133 0.159
H -13.9911 -5.3747 4.6003 0.284 -0.185 0.092
H -16.6260 8.2626 -2.0883 -0.174 -0.055 0.451
H -16.9170 7.1225 -3.2656 -0.748 -0.680 -0.013
H -18.9916 -5.5726 7.6725 -0.325 0.009 -0.008
H -14.8984 0.3069 -3.2258 0.259 0.536 -0.258
H -9.8473 3.9062 5.2564 0.056 -0.746 -0.418
H -14.4758 -4.1517 6.9119 0.167 0.135 -0.069
H -19.0283 -6.9039 4.3383 -0.331 -0.061 0.450
H -16.3624 -0.9658 1.3423 0.470 0.503 0.036
H -15.9317 3.3719 -0.5176 -0.206 -0.153 0.534
H -12.9608 -4.7982 1.6773 0.080 -0.570 -0.402
H -18.9877 3.6943 -2.1713 -0.344 0.553 -0.383
H -10.5974 1.9871 3.2590 0.232 -0.104 0.116
H -16.5560 -1.4154 -5.9650 0.137 -0.026 0.200
H -14.2680 -6.6589 5.7417 -0.425 -0.398 -0.057
H -11.1514 -7.5778 1.6806 -0.200 -0.718 -0.924
H -18.9022 8.7028 -0.3242 -0.365 -0.247 -0.350
H -17.4710 2.4267 -0.5702 0.547 -0.475 -0.276
H -15.1019 -10.7181 0.0878 0.046 0.041 -0.090
H -17.3766 -3.8108 4.9272 -0.120 0.050 -0.110
H -17.0100 -6.3639 3.3300 -0.033 -0.013 -0.013
H -13.8939 -10.4682 3.6345 -0.195 0.484 -0.207
H -15.3497 -2.1829 2.0662 -0.074 -0.071 -0.007
H -13.5353 -10.9731 -0.6680 0.225 0.622 0.189
```
Positions in Å, forces in eV/Å.

# 2
Density functional theory data (wB97M-V/def2-TZVPD) for a structure of composition C37H41Br2Cl5N6OSbTi.

Values from the calculation:
- charge = -1
- energy relative to the best compared isomer or geometry (same formula, charge and spin) (eV) = 1.173
- max |F| (eV/Å) = 3.49
- HOMO-LUMO gap (alpha / beta) (eV) = 5.92 / 6.75
- multiplicity = 3

Geometry as XYZ:
```
94
Properties=species:S:1:pos:R:3:forces:R:3
Sb 1.1052 2.5290 -1.0055 -1.848 -0.316 0.721
Br 5.4731 1.1062 0.2286 0.664 0.298 -0.442
Br 5.6849 -1.7506 5.0900 0.405 -0.312 0.528
Ti 0.6820 -0.5062 -0.1378 0.382 -0.386 0.004
Cl 0.1413 -0.4345 -7.0273 0.245 -0.047 -0.832
Cl -2.2290 0.3146 -5.3760 -0.538 0.231 -0.069
Cl -2.1566 0.4355 -2.3390 0.822 -0.576 -0.010
Cl 2.8154 -1.1650 -5.6896 0.569 -0.570 -0.279
Cl 2.8811 -1.8957 -2.6182 -0.476 0.358 -0.314
O 2.6038 0.1290 0.3272 -0.437 1.182 -1.572
N -1.2530 0.2379 0.7731 -0.955 -1.601 -0.819
N -2.7394 0.8707 2.1711 -0.756 1.166 1.209
N -1.6693 1.2096 1.5801 0.990 0.623 -0.034
N -3.0675 -0.3162 1.7655 -1.131 -2.991 -1.391
N -4.3569 -6.8405 2.1392 1.739 0.818 -0.490
N 1.2438 -0.8578 2.3198 -0.925 -0.230 0.506
C 0.8755 -2.9800 0.0986 0.941 0.237 -0.405
C -1.5875 4.0620 -0.8448 0.772 1.163 0.243
C -5.2718 -1.2739 1.0471 -1.402 1.012 -0.008
C 2.5783 -0.7560 2.4584 0.122 -0.135 0.344
C -4.2774 -1.1030 2.2113 0.180 0.420 -0.724
C 1.7317 5.0013 0.7275 -1.004 -0.112 -0.942
C -0.1582 -3.8507 0.5076 -0.195 0.339 -0.251
C -3.3835 -6.3186 1.7494 -1.897 -0.860 -0.248
C 0.3758 -0.7726 -2.4711 0.739 -0.074 -1.209
C 4.6146 0.1430 1.5669 -1.069 0.277 -0.358
C -4.7641 -1.9637 -0.1964 0.491 -0.266 -0.019
C -0.8250 -0.2327 -4.5709 0.208 -0.070 0.274
C 0.5454 -1.4853 3.2803 0.038 1.145 -1.855
C 1.4081 -1.2416 -3.3609 -0.665 0.387 1.001
C 2.6567 2.2197 -3.7503 -1.054 -0.385 1.361
C 3.2644 -1.3326 3.5567 1.652 1.268 -0.379
C 2.8409 2.5604 -2.1876 -0.047 0.408 -2.118
C -0.7454 3.6627 -3.1412 -0.893 0.986 0.830
C -0.7042 -0.2519 -3.1893 -0.681 -0.148 0.403
C -2.2706 -5.6123 1.2052 0.986 0.182 1.487
C 0.2608 -0.6347 -5.3369 -1.760 0.575 -0.803
C 1.3456 2.7481 1.9977 -2.476 -0.797 -1.305
C -2.1912 -0.7215 0.8097 0.943 1.190 1.845
C 2.5044 -1.9862 4.4959 1.634 -1.078 0.688
C 1.8384 3.4827 0.8032 0.912 0.068 -1.006
C 1.3790 -1.1234 -4.7681 1.410 0.100 2.128
C 1.1824 -2.0948 4.3266 -1.593 -1.625 2.220
C -1.2003 -4.1698 -0.4090 0.611 0.114 1.053
C -1.1928 -5.3735 2.0635 0.630 1.010 0.156
C 3.8107 3.6838 -1.9276 -0.256 0.697 1.094
C -0.1958 -4.4393 1.7994 -0.984 -1.131 -1.164
C -0.3255 4.0698 -1.7142 1.139 -0.463 0.024
C 3.2550 -0.0507 1.3830 0.231 -1.866 1.085
C 5.2792 -0.3980 2.6414 0.974 -0.621 1.364
C -5.7989 0.1319 0.5921 0.382 -0.619 1.012
C 4.6956 -1.1332 3.6485 -1.674 0.680 -1.624
C -2.2016 -4.9852 -0.0256 -2.728 -1.067 -1.234
H -6.6083 0.0764 -0.0933 -0.677 -0.475 -0.814
H -6.1743 0.8015 1.3716 0.407 -0.217 0.281
H -2.1618 -1.7022 0.3646 0.061 0.012 -0.106
H 2.4446 5.4408 1.3626 0.760 0.797 1.264
H 1.7865 1.5046 -3.8003 0.752 0.682 -0.320
H -4.7565 -0.5319 3.0134 0.317 -0.129 -0.109
H 0.6789 -2.7406 5.0848 -0.144 0.843 -0.849
H -1.3447 4.2674 0.2023 -0.032 -0.488 0.078
H -3.9652 -2.0918 2.5696 0.250 0.369 0.020
H 0.6691 -4.3320 2.4210 0.166 0.083 0.467
H 2.8913 3.2400 0.8219 0.667 0.118 -0.588
H 0.2198 5.0249 -1.5923 -0.509 -0.240 -0.492
H 1.7487 3.0424 2.9046 1.249 0.601 1.838
H 4.1045 3.6876 -0.8551 0.175 -0.106 -0.734
H -4.9803 0.5969 0.0708 0.336 0.558 -0.168
H 3.0294 -2.5168 5.2976 -0.361 0.319 -0.132
H -0.5366 -1.4567 3.1776 0.140 -0.258 -0.055
H -2.1970 4.9353 -1.1208 -0.217 -0.328 -0.253
H 1.7407 -3.1366 0.7422 0.267 0.390 0.097
H -1.1557 -5.9267 2.9628 0.020 -0.412 1.050
H -4.3715 -2.9669 0.0568 0.150 0.485 -0.354
H -4.0224 -1.3039 -0.6785 -0.166 -0.682 -0.133
H 2.4733 3.0691 -4.4502 0.041 -0.376 0.864
H -1.1436 -3.7543 -1.3830 -0.083 0.303 -0.816
H 6.3437 -0.2771 2.6926 0.422 0.220 -0.025
H 3.3985 4.6938 -2.0826 -0.078 -0.310 -0.300
H -5.5987 -2.0980 -0.8912 0.154 0.032 0.052
H 4.6727 3.5831 -2.5648 0.628 -0.017 -0.134
H 3.1920 1.6646 -1.7047 0.758 -0.592 -0.144
H 2.0108 5.3552 -0.2663 0.128 -0.123 -0.141
H 1.4300 1.6555 1.8482 0.032 0.625 0.268
H -6.1096 -1.9198 1.3819 0.359 0.556 0.407
H 0.2831 2.9643 2.0618 -0.440 -0.285 0.350
H -0.9841 2.6048 -3.0875 -0.300 -0.010 -0.397
H 3.5300 1.6723 -4.1073 0.092 0.058 0.022
H -3.0609 -5.2462 -0.6729 0.662 0.480 -0.089
H -1.6600 4.2626 -3.3217 0.091 -0.573 -0.315
H -2.1481 3.1451 -0.9600 -0.170 -0.212 0.116
H -0.1077 3.8452 -3.9874 0.786 0.099 -0.028
H 0.7372 5.4671 0.8785 0.325 -0.581 0.312
H 1.1949 -3.1451 -0.9452 -0.387 0.194 0.337
```
Positions in Å, forces in eV/Å.